[1]
3 unconnected molecules or ions with the total composition C35H56IN3O4 in a non-equilibrium geometry, computed with ωB97M-V/def2-TZVPD.

## Properties
2S+1 = 3
M = 709.8 g/mol
DFT total energy = -57944.49691 eV
Net charge = 0
⟨S²⟩ = 2.010
HOMO energy = -8.4 eV

Positions of all 99 atoms, in Å:
I (-2.423744, 6.310322, -5.538039)
O (-6.314083, -0.847505, -5.634449)
O (3.324262, 1.621906, 4.485045)
O (-0.893865, -2.492292, 1.440916)
O (-2.370210, 1.424191, -8.554423)
N (-0.098066, -3.545962, -2.911782)
N (-1.566001, -2.232030, 2.649963)
N (4.075191, 2.763582, 4.147434)
C (0.409672, -1.029166, 4.511498)
C (-0.921330, -3.073667, 3.714597)
C (-4.458319, -2.955661, -3.687259)
C (-1.924413, 0.057125, 1.568742)
C (-5.153090, -0.181699, -5.623622)
C (-0.250710, -3.974989, -1.468465)
C (-5.083554, 1.486732, -5.720621)
C (-3.969976, 2.112407, -6.541185)
C (-1.857728, -3.187829, 4.950373)
C (-0.185029, -0.215825, 3.369066)
C (4.163271, 2.369990, 1.632161)
C (2.045036, 3.250173, 2.671145)
C (-0.733039, -4.560516, 3.267951)
C (5.657492, 2.089598, 1.727196)
C (3.999300, 4.715530, 2.600704)
C (3.605950, 3.227601, 2.800055)
C (-1.234288, -4.115607, -3.787109)
C (-2.853953, 1.146195, -7.328231)
C (6.398262, 3.686413, 4.353025)
C (-2.676833, -0.356315, 3.856603)
C (-3.300783, -2.236554, -4.656226)
C (-0.895770, -0.802868, -6.554713)
C (-2.333937, 4.171009, -6.165558)
C (-0.543053, -2.129360, -5.642192)
C (-4.816043, -4.489211, -4.149675)
C (5.527917, 2.400781, 4.271401)
C (-3.652199, -0.918113, -5.565433)
C (-1.704656, 3.276966, -4.943611)
C (0.454326, -2.514616, 4.163109)
C (6.023485, 1.519487, 3.095023)
C (5.847228, 1.664940, 5.613878)
C (-2.428434, -0.226213, -6.471845)
C (-1.745665, -2.810806, -4.700002)
C (-3.882131, 3.748719, -6.585816)
C (-1.552460, -0.746654, 2.860703)
H (5.369513, 0.681705, 5.685836)
H (5.922539, 4.450589, 4.979314)
H (5.597602, 0.510404, 3.176342)
H (-2.865650, -0.302867, 1.135084)
H (1.426310, -0.674349, 4.718794)
H (5.530496, 2.265122, 6.475539)
H (6.228108, 3.001236, 1.522844)
H (-5.888016, 2.098698, -5.131001)
H (-0.092126, -0.263585, -7.253382)
H (0.383414, -4.974095, -1.349800)
H (-5.573778, -4.921804, -3.368331)
H (-1.793549, -2.335158, 5.626659)
H (-2.903963, -3.314379, 4.647233)
H (-0.752043, -4.952727, -4.451775)
H (7.378377, 3.476301, 4.797813)
H (1.587050, 3.808465, 3.497062)
H (-4.562607, 4.141304, -5.686938)
H (-0.868277, 2.510958, -5.316965)
H (5.057864, 4.867885, 2.400809)
H (7.112387, 1.393235, 3.148329)
H (-5.471319, -2.355800, -3.675549)
H (6.924453, 1.484336, 5.716734)
H (-1.353909, -4.146050, -1.116819)
H (0.539802, -0.209442, 2.542927)
H (-0.022352, -4.671274, 2.441634)
H (-3.885109, -5.209756, -4.198822)
H (0.830627, -3.806835, -3.317417)
H (-2.129982, -4.478666, -3.127207)
H (-5.296550, -4.449178, -5.224994)
H (1.732968, 3.729097, 1.735945)
H (-2.489482, 2.740744, -4.261205)
H (-1.116277, 4.033748, -4.233965)
H (-0.160805, -0.864561, 5.431231)
H (0.825573, -3.073050, 5.031911)
H (-1.583740, 4.117155, -7.077229)
H (-1.598610, -4.056483, 5.567548)
H (-2.844669, 0.727441, 3.858946)
H (3.721324, 5.315634, 3.476056)
H (-1.146355, -0.003478, 0.798104)
H (6.620930, 4.125039, 3.380114)
H (3.954237, 2.858773, 0.672050)
H (1.197355, -2.663043, 3.368053)
H (-4.186019, 4.225419, -7.618423)
H (-0.337040, -5.170671, 4.089233)
H (-1.688884, -5.002325, 2.961091)
H (-3.628089, -0.826958, 3.578676)
H (1.610550, 2.243248, 2.655215)
H (3.637799, 1.405300, 1.597830)
H (-2.049211, 1.123475, 1.789376)
H (5.942657, 1.373329, 0.947415)
H (-0.281783, 0.829143, 3.690151)
H (0.226111, -3.206240, -0.690660)
H (-4.076696, -2.960540, -2.558126)
H (0.556199, -2.583729, -5.632175)
H (3.480749, 5.149651, 1.737370)
H (-2.456131, -0.610601, 4.891184)

Forces on atoms 1 to 6 (eV/Å):
I 0.0699 -1.0247 -0.4386
O 7.1493 4.0285 0.3434
O 1.7859 3.2317 -0.5007
O -2.2173 0.4838 3.0350
O -2.8869 -1.4178 7.8277
N -1.5371 -0.9312 0.2455

***

[2]
A molecular structure, C35H57IrN4O5P2Se, computed with ωB97M-V/def2-TZVPD.

## Properties
2S+1 = 2
M = 947.0 g/mol
DFT total energy = -140174.76699 eV
Net charge = +1
⟨S²⟩ = 0.756
HOMO energy (alpha / beta) = -9.7 / -9.7 eV

Positions of all 105 atoms, in Å:
Ir (-0.760298, -0.467004, -0.486943)
Se (1.426475, -0.666768, 1.038456)
P (-2.165306, -2.872797, -2.728191)
P (2.611013, 0.331360, -1.753707)
O (0.545666, -1.923766, 0.430222)
O (0.362153, 0.591087, 0.948126)
O (2.553618, -0.315068, -0.263269)
O (2.327610, -0.889654, 2.312475)
O (-1.633935, -1.823705, -1.805943)
N (-2.207566, -2.237571, -4.247472)
N (-3.707972, -3.397460, -2.504908)
N (-1.224158, -4.214894, -2.587557)
N (-0.890399, 1.159613, -1.610393)
C (-2.745403, 3.691888, 0.365880)
C (0.294863, 3.094985, -4.454840)
C (-1.960534, 1.984038, -1.133857)
C (-4.889066, -2.637309, -2.898606)
C (2.393447, 3.076041, -5.883162)
C (-1.935377, 0.268331, 3.060085)
C (5.194602, 0.832262, -0.850589)
C (1.343291, 1.197814, -2.686410)
C (-0.449838, 2.642121, -3.407498)
C (-1.514628, -2.091300, 2.948788)
C (-1.440805, -5.368248, -3.451120)
C (-4.063871, 3.456617, -0.007859)
C (-0.275671, 3.340942, 0.193502)
C (-4.277246, -1.247328, 0.482594)
C (-4.012341, -4.471587, -1.564476)
C (3.961715, 1.513406, -1.444087)
C (-2.796689, -2.919513, -5.393046)
C (3.187754, -1.173470, -2.612309)
C (-3.271852, 1.780199, -1.577604)
C (1.998559, -2.118717, -2.796906)
C (-1.239316, -1.215570, -4.630661)
C (3.961978, -0.985186, -3.916806)
C (-2.483614, -2.215509, 1.962484)
C (-2.897618, 0.143080, 2.069358)
C (3.425101, 2.625635, -0.536414)
C (1.582909, 2.593717, -4.712114)
C (-5.199812, 4.200833, 0.636436)
C (2.069593, 1.681271, -3.816136)
C (-1.240403, -0.848554, 3.503893)
C (-4.300425, 2.516411, -1.002126)
C (-3.187080, -1.101286, 1.509742)
C (-3.568007, 0.827142, -2.698299)
C (-0.343779, -4.478516, -1.459749)
C (-0.002768, 1.628017, -2.506083)
C (-1.685895, 2.986709, -0.187853)
H (4.418614, -1.938860, -4.184186)
H (4.211342, 3.363009, -0.375085)
H (-2.044682, -3.473388, -5.963691)
H (2.567252, 3.132929, -0.978534)
H (3.078223, 1.331920, -3.992762)
H (-1.732003, -0.467068, -5.255730)
H (-5.661454, 3.595250, 1.419423)
H (-3.245332, -2.177203, -6.056520)
H (-0.845134, -0.719408, -3.746766)
H (3.301865, -0.698257, -4.734612)
H (3.264957, 2.443232, -6.050670)
H (-2.694490, -3.189649, 1.532446)
H (-0.560944, -5.565592, -4.068219)
H (5.998963, 1.564380, -0.778542)
H (-2.874159, 0.973292, -3.529800)
H (-0.263055, -3.603604, -0.823265)
H (-4.856874, 5.127287, 1.094764)
H (-4.609023, -0.273711, 0.122950)
H (-2.532867, 4.455334, 1.106180)
H (4.992991, 0.456131, 0.151861)
H (-0.974097, -2.966198, 3.287475)
H (-4.622092, -1.850225, -3.597739)
H (-3.576688, -3.607699, -5.078566)
H (4.215239, 1.952632, -2.409885)
H (-4.629000, -5.230547, -2.051892)
H (4.764181, -0.250029, -3.832723)
H (2.747169, 4.096751, -5.725200)
H (3.134656, 2.234319, 0.440499)
H (-4.583591, 0.976730, -3.063737)
H (-5.371920, -2.183627, -2.028573)
H (-3.424918, 1.021099, 1.710061)
H (-5.607737, -3.306697, -3.377925)
H (0.280742, 2.475386, 0.552481)
H (0.259909, 3.746302, -0.668971)
H (1.800697, 3.076389, -6.798598)
H (1.398371, -2.218814, -1.890761)
H (-4.561951, -4.084328, -0.703055)
H (-0.125657, 3.847162, -5.112857)
H (-3.101162, -4.942592, -1.204781)
H (-0.273924, 4.102040, 0.972176)
H (-3.928754, -1.828230, -0.373696)
H (-0.726683, -5.313900, -0.862447)
H (1.354099, -1.755145, -3.596072)
H (-3.462579, -0.205081, -2.372067)
H (-5.975658, 4.442605, -0.089801)
H (0.654867, -4.750003, -1.811263)
H (-0.414309, -1.647584, -5.207341)
H (-5.314642, 2.359071, -1.354541)
H (-5.139729, -1.761126, 0.913533)
H (2.364860, -3.108198, -3.074432)
H (-1.449800, 3.027917, -3.257221)
H (-0.490141, -0.753074, 4.278355)
H (3.868156, -1.595443, -1.867090)
H (-1.720137, 1.242524, 3.480198)
H (5.556164, 0.005919, -1.463468)
H (-1.638905, -6.257716, -2.846231)
H (-2.295904, -5.216117, -4.104215)

Forces on atoms 1 to 6 (eV/Å):
Ir -0.0095 -0.2530 -0.5558
Se -0.3253 -0.2155 0.2043
P -0.0896 0.0288 -0.1723
P 0.2353 -0.3041 -0.0531
O 0.2022 -0.0859 0.1897
O 0.1168 -0.3470 0.2353

***

[3]
A molecular structure, C35H57O3PPbSi2 in a non-equilibrium geometry, computed with ωB97M-V/def2-TZVPD.

## Properties
M = 820.2 g/mol
DFT total energy = -73647.63494 eV
Net charge = 0
HOMO energy = -4.4 eV

Positions of all 99 atoms, in Å:
Pb (-0.615644, 0.115140, 0.099775)
P (1.393435, 0.070630, 3.503054)
Si (-4.022450, -0.247010, 0.021862)
Si (3.221393, 0.421548, -0.601855)
O (-2.292634, 0.875516, 2.996750)
O (-0.788181, -1.142455, -3.114736)
O (0.339184, 0.638584, -4.421122)
C (-1.085102, 2.471860, -5.208245)
C (3.728140, 0.340782, 1.212411)
C (-2.442682, -1.275661, 0.158404)
C (-2.231570, -1.234786, -5.174050)
C (-0.683861, 3.599032, 2.919422)
C (0.982419, 1.830844, 3.266197)
C (-2.134187, -0.998660, -3.688884)
C (-0.341662, -2.172245, 3.754486)
C (0.365074, 0.488853, 7.431710)
C (2.718090, -0.105570, 7.317219)
C (1.118649, -3.706786, 1.918608)
C (-0.180057, -2.464388, -3.379340)
C (1.375083, -2.348261, 2.045134)
C (1.394543, 0.016565, 5.299499)
C (2.622695, -0.249863, 5.938207)
C (-5.159176, -0.986843, -1.272193)
C (-0.942937, -3.559101, -2.680924)
C (1.944990, 2.820581, 3.534803)
C (1.600172, 4.172526, 3.470828)
C (3.329841, 2.241128, -1.039565)
C (-0.331722, 2.249415, 2.919870)
C (1.516253, -0.195642, -1.133562)
C (4.520506, -0.567578, -1.535573)
C (-0.601155, -3.535475, 3.607633)
C (-0.127671, 2.056546, -4.126613)
C (-1.277338, 1.242123, 2.470291)
C (0.145316, -4.311153, 2.717563)
C (-4.994266, -0.203703, 1.622236)
C (1.597576, 0.274569, 8.065685)
C (0.256090, 0.370542, 6.048517)
C (0.281337, 4.562652, 3.194032)
C (1.729268, 0.451510, -4.957313)
C (-3.633323, 1.529728, -0.459829)
C (1.719958, 0.702366, -6.441886)
C (0.702726, -1.574592, 3.028244)
H (-4.427710, 0.298363, 2.420388)
H (-1.975675, 1.831505, -5.225185)
H (-4.012267, 1.723035, -1.474605)
H (-5.221464, -2.075738, -1.138084)
H (-5.241117, -1.222737, 1.951708)
H (-4.147146, 2.218563, 0.226918)
H (-1.711883, 3.878947, 2.697959)
H (-0.923902, -1.567858, 4.449668)
H (-0.034459, -5.386015, 2.643530)
H (4.369556, 2.509306, -1.274123)
H (2.367280, 4.929408, 3.645421)
H (1.676426, 0.396413, 9.148353)
H (-2.019396, -2.273101, -5.446968)
H (0.966853, 0.096331, -6.957375)
H (-1.416853, 3.496538, -5.020005)
H (-2.443641, 0.015703, -3.413237)
H (-1.584713, -0.560843, -5.742789)
H (-2.355021, -1.843147, 1.103785)
H (2.003977, -0.572971, -4.698941)
H (1.495895, -1.282502, -1.292355)
H (-2.339586, -1.996309, -0.668243)
H (-3.262711, -1.026797, -5.480874)
H (-0.518460, 0.756704, 8.011863)
H (3.470614, -0.589424, 1.732998)
H (4.493066, -0.326032, -2.606322)
H (0.024340, -0.077507, -3.693884)
H (0.009102, 5.618622, 3.190715)
H (5.528728, -0.346496, -1.156981)
H (3.483002, -0.539277, 5.326699)
H (-0.580531, 2.008089, -3.130917)
H (0.784528, 2.663502, -4.112848)
H (-1.073216, -3.357225, -1.611323)
H (-4.810569, -0.774791, -2.291813)
H (2.692959, 0.422543, -6.850114)
H (-5.940657, 0.336419, 1.458020)
H (2.118932, -1.873098, 1.399787)
H (4.344478, -1.646233, -1.423242)
H (1.559333, 1.756393, -6.684046)
H (-2.768598, -1.698932, -3.129400)
H (3.677370, -0.286115, 7.806100)
H (2.362670, 1.167330, -4.420141)
H (-1.386439, -3.995018, 4.211362)
H (1.693629, -4.296494, 1.200952)
H (-6.168247, -0.565110, -1.152420)
H (-0.609893, 2.459678, -6.195436)
H (2.708655, 2.472288, -1.913393)
H (-0.388851, -4.494016, -2.777346)
H (2.968510, 2.525196, 3.782100)
H (4.825810, 0.431953, 1.272524)
H (-2.567105, 1.811281, -0.457746)
H (0.854121, -2.389717, -3.027358)
H (2.998491, 2.868722, -0.200445)
H (-0.169994, -2.608675, -4.470361)
H (3.304991, 1.171656, 1.797288)
H (-0.694198, 0.575018, 5.552961)
H (-1.919635, -3.716944, -3.144615)
H (1.213494, 0.286347, -2.074904)

Forces on atoms 1 to 6 (eV/Å):
Pb -0.6549 2.9945 -0.6595
P 2.6503 -0.6229 -0.1279
Si 0.7938 -0.3043 0.6207
Si -0.8544 -0.4367 -0.0131
O -0.6141 0.5019 0.6167
O 0.1961 -0.3441 -0.9013